C4H13NO2 | wB97M-V/def2-TZVPD

```
20
Properties=species:S:1:pos:R:3:forces:R:3
O -1.651404 -2.879238 -3.954785 -1.81 -0.81 0.18
O 0.405657 1.033461 -1.684414 -1.31 -2.02 1.04
N 1.074961 -0.731703 1.553227 -4.25 3.23 -0.89
C -0.638397 1.430501 2.427233 1.83 -0.96 0.24
C -0.445274 1.052709 0.890662 -1.70 0.56 1.66
C 0.873493 0.457869 0.604202 1.14 -2.49 -0.07
C 0.918514 -0.070138 -0.813726 -4.07 1.29 -0.78
H -2.281986 -2.626690 -3.221068 0.99 -0.52 -1.36
H -2.142506 -3.558233 -4.509267 0.83 1.33 1.17
H 0.425710 -1.497796 1.375676 0.53 0.36 -0.19
H -1.250197 0.298823 0.601056 0.84 0.95 0.22
H 0.099913 2.214823 2.736695 -0.85 0.05 -0.66
H 0.139241 -0.902947 -0.908538 1.58 0.74 -0.26
H 1.714388 1.187938 0.487220 -0.44 -0.35 1.69
H -0.064291 0.546108 3.014473 -2.51 1.57 -0.93
H -0.512092 1.930134 0.260935 -0.59 0.11 -0.08
H -1.706004 1.786676 2.673382 1.80 -1.05 -0.08
H 1.182265 1.456238 -1.947015 1.67 1.34 -0.97
H 1.888958 -0.174911 -1.183400 1.53 -1.47 -0.21
H 1.969060 -0.953627 1.597450 4.82 -1.85 0.25
```
Forces are in eV/Å.

Calculated values
Frontier orbital gap: 9.86 eV
Energy relative to the best compared isomer or geometry (same formula, charge and spin): 2.3451 eV
Energy: -365.35630 Ha
Multiplicity: 1
Strongest force on any atom: 5.41 eV/A
Total charge: 0
E_LUMO: 0.77 eV
Highest occupied orbital energy: -9.087 eV

C8H28O9 | wB97M-V/def2-TZVPD

```
45
Properties=species:S:1:pos:R:3:forces:R:3
O -0.824412 -3.110947 3.302491 3.19 1.34 2.81
O 2.242870 2.678811 0.949724 2.43 1.75 -1.05
O -1.762049 -1.565545 -2.168109 2.32 2.67 0.13
O -2.653274 1.429720 2.083688 -0.08 2.27 1.62
O 0.715947 -0.203603 4.195314 -1.08 1.84 -1.59
O -0.903722 -0.189945 -4.216025 -5.67 -5.92 5.20
O 2.712567 -1.258025 2.574286 -1.98 -0.18 0.82
O -3.906150 -2.326085 -1.407603 -1.42 -0.89 0.87
O -2.228553 -1.185154 2.690723 0.30 1.67 1.76
C 0.944826 -0.458354 -0.518436 0.40 1.60 -0.12
C 3.032211 1.062300 -1.648506 0.56 -0.65 0.72
C 2.213344 -0.747119 -0.164992 3.91 -1.99 0.30
C 1.696789 1.469946 -1.884339 0.02 -3.35 2.68
C 0.658965 0.737517 -1.184105 2.56 -0.91 -2.46
C -0.887898 2.616586 -1.805886 5.22 -4.53 -1.84
C -0.728259 1.114479 -1.260064 -4.75 2.89 0.15
C 3.310282 0.024981 -0.695513 -2.19 0.18 -1.18
H -1.656065 0.538157 -1.730223 2.56 1.03 0.91
H -1.315375 -0.690697 -2.489130 -0.86 -2.61 -0.20
H -3.653712 -1.408863 -1.266292 0.27 -0.53 -0.45
H 0.117846 -2.734318 3.540521 -2.78 -1.04 -0.53
H -2.828364 1.397831 1.177532 -0.40 -0.17 -2.06
H -0.210752 -0.147143 3.767424 2.17 -0.06 0.83
H -0.888946 -1.117181 -4.515015 0.17 0.81 0.01
H -3.128051 -2.860976 -1.619912 -0.34 0.84 -0.07
H -1.774325 2.949729 -2.070344 -4.50 0.91 -1.51
H -2.319594 0.599206 2.349865 0.31 -1.83 0.33
H -1.613252 -1.400681 -1.217105 -0.15 -0.69 -0.45
H 3.917125 1.510511 -2.170591 -1.11 -0.27 0.43
H 4.315966 -0.337255 -0.552619 0.13 0.25 0.19
H 1.986965 -0.998049 3.229493 1.32 -0.41 -1.01
H -0.968592 1.154294 -0.168445 -0.57 0.07 -0.66
H -0.643497 -3.554654 2.510319 0.26 -1.16 -1.90
H -2.667271 -1.733061 2.068254 -0.66 -1.01 -0.42
H 1.343518 2.150668 -2.587082 0.53 1.22 -0.84
H -2.274072 -1.572688 3.596694 -0.08 -0.03 -1.55
H 1.190370 0.638477 3.878715 -1.26 -1.62 0.70
H 0.167599 -1.123127 -0.283479 -1.03 -0.62 0.65
H 2.504036 -1.715331 0.450199 -0.90 2.35 -1.47
H -0.124107 2.649414 -2.706413 -2.31 0.63 1.66
H 3.533641 -0.950213 2.920134 0.82 0.36 0.53
H -0.573769 3.215514 -1.051777 1.47 2.12 2.10
H 2.829746 2.977758 0.150729 -2.11 -1.22 2.19
H 1.513395 2.165280 0.631453 -0.32 -0.39 -0.78
H -0.413955 0.307850 -4.685574 5.61 5.29 -5.48
```
Forces are in eV/Å.

Calculated values
Frontier orbital gap: 9.00 eV
Energy relative to the best compared isomer or geometry (same formula, charge and spin): 4.1428 eV
Energy: -998.61373 Ha
Multiplicity: 1
Strongest force on any atom: 9.71 eV/A
Total charge: 0
E_LUMO: 0.08 eV
Highest occupied orbital energy: -8.926 eV

C48H52BHfN7P2SSi | wB97M-V/def2-TZVPD

```
113
Properties=species:S:1:pos:R:3:forces:R:3
Hf 0.104450 -0.220942 -0.296381 -0.30 0.10 -0.44
S -0.862638 -1.310985 -2.399887 0.09 -0.03 0.08
P -1.460051 1.963647 -1.514411 -0.25 -0.25 0.02
P -2.025657 -1.546716 1.038590 0.21 -0.07 0.09
Si -0.800971 1.521020 1.607870 -0.01 0.01 0.14
N 1.292251 -1.596933 0.801678 0.06 0.00 0.01
N 2.168635 0.299481 -1.350553 -0.14 0.11 0.24
N 3.781633 -0.115736 -3.140823 0.02 0.00 0.00
N 0.414312 -3.338828 -3.693051 0.00 0.04 -0.07
N 4.538754 0.853393 -1.061566 0.04 0.02 0.00
N 0.615237 -3.521657 -1.562012 -0.01 0.02 -0.06
N 3.199682 2.163259 -2.575141 0.01 0.02 0.01
C 3.547433 1.239265 -3.657713 -0.01 -0.03 0.01
C -5.015928 0.372478 -2.909960 0.04 -0.03 0.02
C -1.006233 4.395064 1.723186 -0.01 0.03 0.00
C -3.078207 -4.750502 -1.243179 0.00 0.01 0.00
C -4.461075 -0.588391 1.975924 -0.06 0.02 0.04
C 0.338811 3.704172 -5.412799 0.04 0.02 0.01
C -1.061981 2.068564 -4.335874 -0.04 0.01 0.01
C -3.223603 1.503777 -1.746379 -0.01 0.09 0.01
C 1.988460 -1.535676 1.748202 -0.06 -0.09 -0.10
C -0.698711 -2.146617 3.387417 -0.01 -0.03 0.02
C -4.642312 -2.995155 -1.741875 0.01 0.02 -0.01
C 2.002685 1.683197 -1.940062 -0.01 -0.03 -0.09
C -2.940927 -2.643450 -0.076821 -0.05 0.13 -0.02
C -1.487282 5.612814 1.264793 0.01 -0.02 0.02
C -4.174568 2.095073 -0.911632 -0.04 0.02 0.00
C -0.479341 -2.822203 4.577673 0.00 0.02 0.00
C 0.013360 -2.858882 -5.013277 0.00 0.02 -0.03
C 4.293723 2.191031 -1.600448 -0.02 -0.02 0.01
C -0.012786 3.790723 -3.036201 -0.07 0.00 -0.04
C 2.585174 -0.593578 -2.496627 0.12 0.03 0.01
C -3.137851 -0.271163 1.672024 0.00 0.04 -0.08
C -5.952277 0.978663 -2.086418 -0.01 -0.01 0.04
C -2.256887 -4.343963 4.026312 0.04 0.00 0.06
C -4.026047 -2.172496 -0.808444 -0.03 -0.03 -0.02
C -3.441662 1.909469 2.602050 -0.05 0.05 -0.01
C -2.471308 -3.938624 -0.297764 0.05 -0.04 -0.07
C -2.598409 0.984897 1.978049 0.11 0.02 -0.02
C -0.478165 2.587245 -5.484608 -0.02 -0.05 0.03
C 3.360500 0.366769 -0.403648 -0.01 0.00 0.00
C -1.526958 3.396543 -0.395214 0.17 -0.09 0.03
C 0.574362 4.301010 -4.182602 0.01 0.01 -0.01
C -5.525315 1.823831 -1.072078 0.02 -0.01 -0.03
C 4.875076 -0.051822 -2.160797 -0.03 -0.03 0.00
C -5.275360 0.352056 2.581078 0.02 -0.01 0.00
C -4.168051 -4.278614 -1.966402 0.01 -0.02 0.02
C 1.147851 -4.485894 -3.447615 -0.01 0.01 -0.04
C -3.661955 0.608459 -2.724429 0.01 0.07 0.00
C -0.855195 2.675188 -3.098271 0.12 0.07 0.15
C -1.255692 -3.926981 4.895534 -0.03 0.00 -0.06
C -1.683882 -2.572987 2.500621 0.05 0.12 0.01
C -2.477406 -3.669499 2.836076 -0.04 -0.04 -0.03
C 0.091013 -2.752931 -2.532724 0.02 -0.14 0.08
C -2.055987 4.607361 -0.841055 0.05 0.07 0.00
C -1.037926 3.259353 0.911045 -0.04 -0.10 -0.16
C 0.183766 1.652888 3.200224 0.02 0.00 -0.02
C -4.760555 1.603662 2.898612 0.04 0.01 -0.01
C 1.278448 -4.599908 -2.110773 -0.01 0.02 0.03
C -2.039593 5.712709 -0.007228 0.00 0.00 0.00
B 2.910504 -1.414450 2.958253 0.04 -0.01 0.12
H 1.209448 1.625520 -2.684482 0.06 -0.02 0.06
H -2.874195 -5.195973 4.277867 0.00 0.00 0.01
H 2.755098 -1.596059 -2.094699 0.00 0.00 0.01
H -4.398208 -1.167328 -0.649630 0.01 -0.02 -0.01
H -0.102799 -1.272466 3.162812 -0.01 -0.03 0.00
H 1.217788 5.167838 -4.112129 0.00 0.00 0.00
H -4.852788 -1.572881 1.749166 -0.01 0.01 0.02
H 5.197371 2.555852 -2.086024 0.01 0.00 0.00
H 1.141509 2.146537 3.016927 0.00 0.00 0.02
H 0.525134 -3.338613 -0.572846 0.02 0.03 0.01
H -3.065992 2.896189 2.850792 -0.01 0.00 0.01
H -6.243644 2.299834 -0.417869 0.00 -0.01 0.01
H -2.966004 0.080036 -3.355816 0.07 0.01 -0.07
H 5.064928 -1.049735 -1.762275 0.00 0.00 0.00
H 4.451258 1.590937 -4.152810 0.00 0.00 0.00
H -1.004037 -3.175900 -5.234419 0.00 0.00 0.01
H 2.181357 -1.211928 3.900229 0.04 0.00 0.00
H -2.466799 4.692105 -1.839972 0.01 0.01 -0.01
H 2.732717 1.217055 -4.384652 0.00 0.00 0.00
H 1.766594 -0.614258 -3.216750 -0.02 0.02 0.00
H -1.086439 -4.459362 5.821693 0.00 0.00 0.00
H 0.791990 4.107444 -6.308469 -0.01 0.00 0.00
H -2.719520 -5.760662 -1.394946 -0.01 0.00 0.00
H 0.195095 4.266076 -2.087404 -0.01 0.03 0.00
H -1.451855 6.483808 1.906158 0.00 0.00 0.00
H -2.445164 6.655005 -0.350509 0.00 0.00 -0.01
H 3.500333 -2.464786 3.028337 -0.01 0.02 0.00
H -7.008140 0.792844 -2.233195 0.00 0.00 0.00
H -5.501711 -2.631910 -2.289334 -0.01 0.01 -0.01
H 4.037404 2.869411 -0.785073 0.00 0.00 0.00
H -0.365845 2.245265 3.936070 0.00 0.00 0.00
H -1.651531 -4.333104 0.294335 -0.02 0.02 -0.02
H 3.095171 1.014539 0.435829 0.00 0.01 0.00
H -5.389170 2.339568 3.383140 0.00 0.00 0.00
H 1.777227 -5.338595 -1.509332 -0.01 0.00 0.01
H 0.397899 0.686808 3.658107 0.00 0.03 -0.01
H 0.694246 -3.267038 -5.754082 0.01 -0.02 0.02
H 3.635549 -0.477640 2.709624 -0.01 -0.01 -0.03
H -6.301985 0.108437 2.820327 0.00 -0.01 -0.01
H 0.297635 -2.483989 5.250355 0.00 -0.01 0.00
H -0.672523 2.116190 -6.439162 0.00 0.00 0.00
H -3.270214 -4.003368 2.178241 0.02 0.02 0.03
H 0.067071 -1.772763 -5.030843 0.01 -0.01 -0.01
H 1.509076 -5.111139 -4.244711 -0.01 0.01 0.00
H -4.659187 -4.919452 -2.686810 0.01 0.00 0.00
H -0.615134 4.325725 2.731362 -0.01 0.01 0.00
H 1.700753 2.366556 -1.137517 0.01 -0.01 0.01
H 3.545560 -0.637396 -0.033034 0.00 -0.04 0.04
H -1.686854 1.196388 -4.431422 -0.10 -0.08 0.02
H -3.870257 2.789300 -0.141110 -0.02 -0.05 0.01
H 5.776652 0.302013 -2.658077 0.00 0.01 0.00
H -5.335036 -0.294510 -3.700139 0.00 -0.01 0.00
```
Forces are in eV/Å.

Calculated values
Frontier orbital gap: 7.03 eV
Energy: -3686.47493 Ha
Multiplicity: 1
Strongest force on any atom: 0.54 eV/A
Total charge: +2
E_LUMO: -6.06 eV
Highest occupied orbital energy: -13.093 eV

C5H12N2O2 | wB97M-V/def2-TZVPD

```
21
Properties=species:S:1:pos:R:3:forces:R:3
O -0.112987 -1.600046 1.804286 -0.04 0.75 -0.42
O 1.198579 1.589514 -0.868297 -0.39 -0.77 0.39
N -0.627637 0.175469 -0.036611 1.01 0.36 0.58
N 1.375665 0.168025 1.287440 -0.86 -0.45 -0.54
C -0.034604 -0.380186 1.629135 1.12 -0.26 0.26
C -1.414240 -0.849223 -0.729132 0.38 0.17 0.11
C 1.469896 -0.763157 -1.268109 0.19 -0.02 0.51
C -1.354598 1.442237 0.085179 0.19 -0.14 -0.08
C 0.913786 0.445280 -0.540210 -1.01 0.57 -0.72
H 0.988439 -0.855719 -2.241983 -0.06 0.03 0.07
H -0.535843 0.349534 2.292809 -0.25 -0.03 -0.37
H -1.475180 -0.618996 -1.794077 -0.01 -0.08 -0.05
H -2.278942 1.274199 0.641736 0.04 -0.05 -0.06
H -0.749833 2.177791 0.613263 0.03 -0.06 -0.05
H -2.425940 -0.879237 -0.318833 0.12 0.06 0.05
H -0.949595 -1.819456 -0.566397 -0.05 -0.01 -0.02
H 2.093725 -0.531560 1.446038 -0.13 0.11 0.22
H 1.336987 -1.678916 -0.692534 -0.05 -0.03 -0.10
H 1.628350 1.102810 1.595605 -0.08 -0.25 0.17
H 2.534430 -0.588905 -1.435018 -0.10 0.02 0.04
H -1.580457 1.840541 -0.904290 -0.05 0.09 0.02
```
Forces are in eV/Å.

Calculated values
Frontier orbital gap: 9.86 eV
Energy relative to the best compared isomer or geometry (same formula, charge and spin): 2.7739 eV
Energy: -457.64698 Ha
Multiplicity: 1
Strongest force on any atom: 1.36 eV/A
Total charge: 0
E_LUMO: 0.83 eV
Highest occupied orbital energy: -9.031 eV

C34H18Cl2F3MoN6O8SbSe4 | wB97M-V/def2-TZVPD

```
77
Properties=species:S:1:pos:R:3:forces:R:3
Sb -2.494400 2.788400 2.252100 -1.82 1.53 2.35
Mo 0.089700 -0.170700 0.054400 1.55 1.74 -2.29
Se -1.908000 2.298900 4.592900 0.33 -0.45 -0.49
Se -2.390000 5.233100 1.988500 0.38 -0.64 -0.42
Se -0.837200 1.886000 0.534700 -0.40 2.12 -0.80
Se -4.821900 2.102700 1.869900 0.53 -0.43 -0.43
Cl 3.961400 4.342000 -3.676600 0.40 0.16 0.00
Cl 1.325600 4.163600 -5.354000 -0.09 0.15 -0.30
F 5.567400 -5.288100 -5.178300 -0.02 -0.02 0.29
F 4.051700 -5.313200 -6.705000 -0.22 0.00 0.04
F 5.304700 -3.587700 -6.463500 -0.13 0.20 0.12
O 1.746000 -1.483000 0.634100 0.03 0.23 -0.14
O -2.318800 -2.217500 2.268700 3.23 1.96 -0.03
O 5.069300 -5.332100 5.674400 0.21 0.57 -0.48
O 4.075000 1.061500 -0.015200 -0.39 -0.03 0.18
O -1.228800 0.219900 -4.033600 0.01 0.06 0.09
O 0.476800 -3.266700 1.021500 0.28 -0.47 0.32
O -0.793000 -1.030400 1.326100 -2.14 -1.88 1.57
O 6.497800 -3.889500 4.922900 -0.72 -0.35 -0.02
N -0.291000 0.678500 -1.969100 0.56 -0.14 0.44
N -2.339300 -0.368400 -0.749700 0.61 -0.43 -0.44
N 1.269300 0.480700 2.025500 0.48 -0.15 -0.45
N 5.389900 -4.427100 4.903900 1.43 -0.61 1.38
N -1.285400 -1.573700 2.429400 -2.94 -2.32 1.15
N 1.811300 0.891300 -0.483200 0.24 -0.50 -0.33
C 3.554200 0.553500 2.715700 -0.27 0.17 -0.41
C 2.566000 0.619100 1.741700 0.34 0.20 0.76
C 3.171600 0.339500 4.026900 -0.36 -0.01 0.16
C 3.867100 -2.596100 2.084200 -0.32 -0.12 -0.18
C -3.423100 -0.710600 -0.067300 -0.10 0.01 0.49
C -2.376300 -0.423700 -2.078200 -0.61 -0.14 -0.22
C -3.469000 -0.918700 -2.780000 0.31 0.15 0.07
C 2.471000 -3.370700 -5.314500 0.27 -0.19 0.00
C 2.716200 3.243300 -3.215400 -0.19 -0.11 0.15
C 2.574800 -3.116900 2.103700 0.20 -0.10 0.18
C 1.819400 0.218600 4.319700 0.41 0.10 -0.11
C 0.902000 0.291500 3.285600 -0.64 -0.03 0.11
C 2.924700 -3.463300 -2.575100 -0.18 0.07 0.02
C 4.439700 -3.984900 3.949600 -1.29 0.59 -1.28
C 4.625600 -4.527300 -5.764300 0.32 -0.16 -0.43
C 0.872000 -2.251200 -2.171000 -0.83 0.26 0.42
C 4.794400 -3.014700 3.012400 0.34 -0.33 0.43
C 2.877100 2.473800 -2.077300 0.10 0.02 0.02
C -4.578600 -1.330600 -2.064500 0.05 0.03 0.26
C 3.157400 -4.534900 3.955100 0.46 0.00 0.34
C 1.756600 -2.872400 -3.072100 0.49 -0.21 -0.30
C 0.545700 2.300200 -3.594400 0.05 0.09 -0.06
C 2.911700 0.868700 0.317800 0.53 -0.22 0.08
C -4.572100 -1.183500 -0.686000 0.07 0.00 -0.26
C 2.229000 -4.087300 3.043800 0.07 0.12 -0.28
C 1.860000 1.608800 -1.673300 -0.51 0.23 -0.62
C 3.857000 -3.999900 -3.434400 0.12 -0.09 -0.40
C 0.693900 1.510400 -2.459900 0.41 0.17 0.23
C 3.630100 -3.956400 -4.807600 -0.03 -0.02 0.09
C 1.549700 3.170200 -3.964000 -0.05 -0.24 0.20
C -1.224700 0.178500 -2.809100 -0.14 -0.30 0.01
C 1.500200 -2.618800 1.173200 -0.62 -0.56 -0.18
C 1.541200 -2.831100 -4.453700 -0.02 0.02 0.09
C 0.180800 -1.667100 -1.359100 0.37 -0.40 -0.48
H -3.399200 -0.602200 1.010600 0.04 0.05 -0.19
H 0.651400 -2.351500 -4.832700 -0.08 0.06 0.00
H 3.093300 -3.478400 -1.508400 -0.04 0.01 0.07
H 4.132100 -1.875000 1.325400 0.00 0.13 0.03
H 4.585000 0.654000 2.407400 0.00 0.06 0.01
H 1.227100 -4.484400 3.029200 -0.13 0.00 -0.02
H -3.414500 -0.960900 -3.858100 0.02 0.04 0.00
H -0.158100 0.191000 3.490100 0.15 0.17 -0.02
H 3.912400 0.273000 4.810400 0.06 -0.02 0.07
H 2.309400 -3.340400 -6.382900 -0.01 0.01 -0.05
H -5.437800 -1.744600 -2.574300 -0.07 0.03 -0.01
H -5.435600 -1.430600 -0.088200 -0.01 0.02 0.09
H 3.787900 2.549400 -1.505200 -0.07 0.05 -0.08
H 5.795600 -2.613800 3.039200 0.04 0.03 -0.07
H 2.923900 -5.288300 4.691000 -0.08 -0.02 0.00
H 1.455900 0.076200 5.325100 -0.01 0.01 0.06
H 4.758500 -4.453400 -3.047700 0.02 -0.01 -0.01
H -0.363300 2.238100 -4.166200 0.03 0.06 -0.08
```
Forces are in eV/Å.

Calculated values
Frontier orbital gap (alpha / beta): 3.68 / 3.38 eV
Energy: -13371.06128 Ha
Multiplicity: 1
Strongest force on any atom: 3.92 eV/A
Total charge: -2
E_LUMO (alpha / beta): 1.63 / 1.34 eV
Highest occupied orbital energy (alpha / beta): -2.051 / -2.042 eV